(1)
A structure of composition C18H30N7ReS2Si in a non-equilibrium geometry. Source: the OMol25 dataset; level of theory: wB97M-V/def2-TZVPD.

The calculation puts the maximum force at 0.0215 Eh/bohr. The expectation value of S² is 3.784. The calculation puts the highest occupied orbital energy (spin up / spin down) at -16.42 / -16.62 eV. For the frontier orbital gap (spin up / spin down), the calculation gives 7.32 / 6.38 eV.

The geometry in ORCA input format:
```
! wB97M-V def2-TZVPD RIJCOSX def2/J DEFGRID3
* xyz 3 4
Re 0.164 -0.386 -0.053
C -0.742 3.470 1.774
C -0.554 2.305 0.876
N 0.230 1.301 1.181
N 0.928 1.354 2.330
C 1.628 0.295 2.629
N 2.331 0.255 3.749
S 1.704 -1.162 1.603
C -1.232 2.191 -0.419
C -2.008 3.205 -0.958
C -2.612 3.023 -2.195
C -2.426 1.825 -2.870
C -1.632 0.854 -2.290
N -1.042 1.026 -1.098
H -0.524 3.189 2.801
H -1.754 3.861 1.706
H -0.050 4.276 1.509
H 2.300 1.018 4.408
H 2.862 -0.565 3.990
H -2.137 4.132 -0.419
H -3.221 3.810 -2.622
H -2.893 1.648 -3.828
H -1.465 -0.097 -2.778
C -4.782 -5.371 -0.318
Si -2.978 -4.944 -0.687
C -2.745 -4.515 -2.504
C -1.862 -6.349 -0.118
C -2.651 -3.349 0.353
C -3.457 -3.047 1.457
C -3.282 -1.887 2.208
C -2.290 -1.005 1.848
N -1.498 -1.275 0.801
C -1.659 -2.417 0.084
S -0.391 -2.477 -1.136
H -5.123 -6.101 -1.054
H -5.415 -4.486 -0.396
H -4.900 -5.815 0.671
H -3.328 -5.206 -3.116
H -1.706 -4.602 -2.823
H -3.093 -3.506 -2.734
H -2.108 -7.241 -0.698
H -2.013 -6.582 0.936
H -0.807 -6.119 -0.278
H -4.249 -3.730 1.737
H -3.910 -1.676 3.061
H -2.107 -0.083 2.385
N 4.563 -1.492 -3.585
C 4.046 -0.478 -2.605
C 2.614 -0.812 -2.157
N 2.064 0.214 -1.244
H 5.538 -1.293 -3.832
H 4.024 -1.493 -4.455
H 4.537 -2.440 -3.198
H 4.088 0.500 -3.082
H 4.722 -0.473 -1.750
H 2.600 -1.767 -1.627
H 1.950 -0.894 -3.020
H 1.943 1.101 -1.733
H 2.732 0.387 -0.492
*
```

***

(2)
A cluster of 5 separate species, C18H30O13S in total in a non-equilibrium geometry. Source: the OMol25 dataset; level of theory: wB97M-V/def2-TZVPD.

The calculation puts the maximum force at 0.0310 Eh/bohr. The value obtained for the relative energy (zero: lowest compared OMol25 entry of this formula, charge and spin) is 0.004 eV. The calculation puts the highest occupied orbital energy at -9.53 eV. For the frontier orbital gap, the calculation gives 9.91 eV.

The geometry in ORCA input format:
```
! wB97M-V def2-TZVPD RIJCOSX def2/J DEFGRID3
* xyz 0 1
C -4.524 -1.945 -15.968
C -3.109 -2.350 -15.594
C -2.894 -3.835 -15.424
O -2.567 -4.271 -16.751
C -1.892 -3.240 -17.312
O -1.140 -3.319 -18.231
O -2.206 -2.079 -16.695
H -5.096 -1.677 -15.082
H -5.019 -2.807 -16.421
H -4.498 -1.125 -16.680
H -2.783 -1.889 -14.663
H -3.787 -4.345 -15.055
H -2.106 -4.141 -14.735
C -1.293 -7.729 -11.186
C -2.027 -8.278 -12.395
C -2.843 -7.193 -13.106
O -2.498 -7.367 -14.491
C -1.349 -8.064 -14.576
O -0.688 -8.198 -15.549
O -1.040 -8.629 -13.375
H -0.642 -8.473 -10.727
H -1.987 -7.309 -10.455
H -0.628 -6.911 -11.479
H -2.649 -9.115 -12.078
H -2.551 -6.186 -12.800
H -3.910 -7.299 -12.933
C -6.534 -4.975 -17.439
C -6.914 -5.698 -16.163
C -6.139 -7.006 -15.997
O -5.877 -7.085 -14.613
C -6.061 -5.856 -14.063
O -5.837 -5.612 -12.927
O -6.499 -4.983 -14.987
H -5.474 -4.728 -17.398
H -7.150 -4.096 -17.607
H -6.682 -5.674 -18.265
H -7.991 -5.873 -16.109
H -5.194 -6.972 -16.563
H -6.590 -7.901 -16.431
C 3.131 -3.338 -19.237
C 2.134 -4.439 -19.042
C 1.425 -4.947 -20.316
O 1.673 -6.350 -20.308
C 2.493 -6.686 -19.285
O 2.953 -7.768 -19.117
O 2.715 -5.618 -18.482
H 3.330 -2.848 -18.278
H 2.782 -2.519 -19.867
H 4.096 -3.691 -19.604
H 1.406 -4.104 -18.299
H 1.976 -4.545 -21.169
H 0.372 -4.693 -20.338
C -0.356 -0.458 -13.485
S -0.597 -1.907 -12.430
O -2.023 -2.316 -12.565
C 0.345 -3.085 -13.434
H -1.150 0.253 -13.267
H -0.420 -0.729 -14.538
H 0.621 -0.071 -13.199
H -0.237 -3.999 -13.303
H 1.346 -3.264 -13.051
H 0.367 -2.810 -14.487
*
```

***

(3)
A structure of composition C18H31BCuF6N7O5S5. Source: the OMol25 dataset; level of theory: wB97M-V/def2-TZVPD.

The calculation puts the maximum force at 0.0091 Eh/bohr. The value obtained for the relative energy (zero: lowest compared OMol25 entry of this formula, charge and spin) is 0.623 eV. The expectation value of S² is 0.753. The calculation puts the highest occupied orbital energy (spin up / spin down) at -4.81 / -4.79 eV. For the frontier orbital gap (spin up / spin down), the calculation gives 7.20 / 7.05 eV.

The geometry in ORCA input format:
```
! wB97M-V def2-TZVPD RIJCOSX def2/J DEFGRID3
* xyz -1 2
Cu -0.698 -0.322 -0.144
C 3.922 -2.566 -1.328
N 3.003 -1.913 -2.231
C 3.293 -1.473 -3.504
C 2.180 -0.868 -3.957
N 1.207 -0.918 -2.974
B -0.265 -0.434 -3.246
N -0.314 1.143 -3.218
C 0.301 1.930 -4.169
C 0.129 3.225 -3.844
N -0.606 3.235 -2.678
C -0.951 4.411 -1.908
C -0.889 1.961 -2.315
S -1.872 1.607 -0.957
C 1.730 -1.566 -1.912
S 1.071 -1.943 -0.382
H 4.921 -2.500 -1.748
H 3.634 -3.607 -1.175
H 3.900 -2.055 -0.367
H 4.263 -1.606 -3.948
H 1.987 -0.416 -4.912
H -0.548 -0.779 -4.373
H -1.007 -0.879 -2.423
H 0.813 1.503 -5.011
H 0.489 4.128 -4.302
H -0.821 5.286 -2.542
H -0.302 4.489 -1.036
H -1.984 4.342 -1.576
C -3.557 -3.230 0.719
C -3.153 -1.769 0.508
C -4.130 -1.099 -0.457
O -1.833 -1.773 0.080
H -4.591 -3.310 1.069
H -2.894 -3.698 1.450
H -3.456 -3.765 -0.227
H -3.245 -1.263 1.484
H -4.081 -1.592 -1.431
H -3.886 -0.049 -0.604
H -5.153 -1.172 -0.071
C 0.203 -1.861 3.508
N -1.092 -1.483 4.058
C -1.130 -1.601 5.511
C -1.746 -0.413 3.480
S -0.951 0.639 2.456
N -3.060 -0.302 3.819
C -3.860 -1.461 4.185
C -3.846 0.852 3.422
H 0.452 -2.851 3.893
H 0.988 -1.152 3.790
H 0.151 -1.901 2.423
H -0.324 -1.006 5.958
H -0.991 -2.643 5.800
H -2.074 -1.248 5.912
H -3.253 -2.360 4.169
H -4.666 -1.577 3.456
H -4.309 -1.340 5.175
H -3.210 1.571 2.916
H -4.301 1.312 4.303
H -4.638 0.541 2.735
F 1.828 1.865 2.318
C 2.860 1.973 1.484
F 3.741 1.021 1.787
F 3.422 3.162 1.676
S 2.257 1.801 -0.288
O 0.983 1.132 -0.151
O 2.231 3.139 -0.809
N 3.278 0.826 -0.986
S 4.771 1.263 -1.283
O 5.285 2.269 -0.398
O 5.554 0.087 -1.527
C 4.709 2.104 -2.963
F 3.468 2.225 -3.424
F 5.248 3.322 -2.889
F 5.414 1.399 -3.858
*
```

***

(4)
The ion C18H31BrCl2NO2S2 with charge +1. Source: the OMol25 dataset; level of theory: wB97M-V/def2-TZVPD.

The calculation puts the maximum force at 0.0112 Eh/bohr. The calculation puts the highest occupied orbital energy at -11.91 eV. For the frontier orbital gap, the calculation gives 7.84 eV.

The geometry in ORCA input format:
```
! wB97M-V def2-TZVPD RIJCOSX def2/J DEFGRID3
* xyz 1 1
C -4.695 -1.857 0.771
C -3.724 -0.706 1.059
C -2.670 -0.530 -0.042
Cl -3.121 0.750 -1.202
C -1.211 -0.291 0.390
N -0.793 -1.232 1.456
C -1.208 -2.657 1.422
C -1.104 -3.317 0.032
C -0.168 -4.541 0.021
S -0.866 -5.794 -1.096
C 0.102 -0.762 2.285
C 0.718 -1.577 3.386
C 2.005 -2.241 2.875
O 2.753 -1.744 2.117
Br 2.322 -3.961 3.658
S 0.625 0.825 2.023
C -0.822 1.131 0.868
Cl -2.088 1.837 1.900
O -0.520 2.054 -0.063
C 0.324 1.685 -1.180
C 0.641 2.950 -1.983
C -0.226 2.998 -3.244
C 2.135 3.055 -2.318
C 3.086 3.604 -1.232
C 2.725 3.245 0.208
C 4.510 3.138 -1.525
H -4.228 -2.653 0.183
H -5.059 -2.305 1.695
H -5.560 -1.508 0.208
H -3.240 -0.834 2.031
H -4.284 0.224 1.133
H -2.649 -1.426 -0.661
H -0.578 -0.537 -0.465
H -0.540 -3.193 2.088
H -2.216 -2.729 1.829
H -0.740 -2.609 -0.712
H -2.102 -3.624 -0.284
H -0.053 -4.956 1.023
H 0.817 -4.267 -0.352
H 0.290 -6.377 -1.432
H 0.982 -0.913 4.213
H 0.042 -2.329 3.777
H -0.226 0.970 -1.798
H 1.231 1.205 -0.799
H 0.350 3.797 -1.354
H 0.151 3.744 -3.943
H -1.256 3.265 -3.005
H -0.239 2.035 -3.761
H 2.225 3.709 -3.188
H 2.500 2.075 -2.655
H 3.076 4.695 -1.323
H 2.905 2.180 0.392
H 3.364 3.798 0.900
H 1.691 3.482 0.467
H 5.228 3.583 -0.834
H 4.811 3.388 -2.544
H 4.575 2.050 -1.418
*
```